1.
Density functional theory data (ωB97M-V/def2-TZVPD) for 2 unconnected molecules or ions with the total composition C4H11ClN3.

Results
**E_tot**: -783.20383 hartree
**Highest occupied orbital energy**: -14.08 eV
**ΔE to the lowest compared entry with this formula, charge and spin**: 0.1225 eV
**Charge**: +1

Atoms and positions in Å:
C 1.10484 -0.48382 0.77753
C 0.06313 2.40891 -1.42821
C 0.23034 -2.35618 1.87369
C -0.09006 1.27513 -0.48544
N -1.26496 0.84397 -0.16423
N 0.98330 0.74445 0.02286
N 0.04588 -1.04181 1.17133
Cl -1.69724 -1.68647 -1.28112
H 2.12504 -0.69932 0.96240
H -0.79857 3.11818 -1.48784
H 0.84123 3.01218 -0.93908
H 0.24201 1.80062 -2.33970
H -0.54636 -2.97052 1.41012
H 0.16672 -2.03327 3.01522
H 1.25388 -2.79009 1.71530
H -1.44959 0.01266 0.40020
H -2.11779 1.30336 -0.47799
H 1.80474 1.16277 -0.53426
H -0.89653 -1.62076 -2.21078

2.
Density functional theory data (ωB97M-V/def2-TZVPD) for C6H11N3O3 in the gas phase.

Results
**Structure (SMILES)**: C[C@@]1([N+](=O)[O-])C=NCN1CCO
**E_tot**: -625.04967 hartree
**Highest occupied orbital energy**: -9.04 eV
**ΔE to the lowest compared entry with this formula, charge and spin**: 5.5037 eV

Atoms and positions in Å:
C -0.04678 -2.60586 0.90034
C -1.19488 -0.82765 1.51056
C 0.21995 -1.63248 -0.20607
C 1.66677 -1.74424 -0.61720
C 0.05690 0.93873 0.04978
C -0.94381 1.57907 -0.92283
N -0.80374 -2.13193 1.80271
N -0.34172 -0.43742 0.33567
N -0.47450 -1.74878 -1.61988
O -1.42389 -2.51936 -1.77618
O -0.07058 -1.00263 -2.46425
O -0.61173 2.93156 -1.06529
H 0.40070 -3.61749 0.98434
H -2.22686 -0.85352 1.24368
H -0.83810 -0.09017 2.35138
H 2.03535 -1.01476 -1.44767
H 1.73821 -2.65850 -1.22228
H 2.40305 -1.73635 0.26450
H 1.02171 0.90776 -0.45200
H -0.03595 1.58328 0.93627
H -2.01541 1.39910 -0.59714
H -0.88631 0.93737 -1.80830
H -1.02191 3.31935 -1.85388

3.
Density functional theory data (ωB97M-V/def2-TZVPD) for a molecular structure, C35H45ClF3KN2OPS2SbSe2.

Results
**E_tot**: -9086.16181 hartree
**Highest occupied orbital energy**: -0.80 eV
**ΔE to the lowest compared entry with this formula, charge and spin**: 0.2202 eV
**Charge**: -2

Atoms and positions in Å:
K 0.39281 0.93743 0.37490
F -2.55200 5.10466 3.81737
C -2.69006 5.59917 2.57265
F -1.67594 6.45781 2.37183
F -3.81062 6.38054 2.62547
C -2.81462 4.54432 1.51332
C -3.97981 4.48737 0.77553
C -4.13409 3.52206 -0.20674
C -3.07656 2.64814 -0.40030
N -1.95094 2.67481 0.29817
C -1.76489 3.60654 1.27212
S -0.30560 3.56032 2.16185
H -4.77186 5.19751 0.97130
H -5.03199 3.45371 -0.80470
H -3.13254 1.88063 -1.16769
Se -0.85994 1.03901 -2.91406
P -0.12684 -0.32684 -4.39161
Se -0.48482 -2.43261 -4.16622
C -0.72834 0.22043 -6.05130
C -1.17580 1.52132 -6.25390
C -1.57007 1.94072 -7.51801
C -1.52340 1.06360 -8.59183
C -1.08868 -0.24025 -8.39306
C -0.69851 -0.65975 -7.12976
C 1.68432 -0.07625 -4.62858
C 2.36989 0.93961 -3.98046
C 3.74417 1.07701 -4.14867
C 4.43701 0.20887 -4.97588
C 3.75263 -0.80794 -5.63501
C 2.38752 -0.95298 -5.45640
H -1.21755 2.19576 -5.40769
H -1.91860 2.95679 -7.66025
H -1.83372 1.39064 -9.57743
H -1.06260 -0.93702 -9.22279
H -0.39516 -1.68578 -6.95975
H 1.82201 1.59740 -3.31748
H 4.27185 1.85809 -3.61511
H 5.50886 0.31132 -5.09825
H 4.28893 -1.50145 -6.27228
H 1.86039 -1.77692 -5.92175
C -4.60660 1.16013 4.37114
C -3.50330 1.58246 3.40719
Sb -1.73480 0.33532 3.24810
C -0.70999 0.96354 5.04927
C -1.53641 1.64526 6.13399
C -2.56648 -1.53159 4.00571
C -2.77215 -1.68201 5.50936
H -5.47896 1.81718 4.28663
H -4.26706 1.19980 5.40706
H -4.94571 0.14001 4.17582
H -3.12970 2.57790 3.65202
H -3.89433 1.64861 2.38855
H 0.06398 1.63958 4.68588
H -0.19278 0.07955 5.42935
H -2.05736 2.52106 5.74151
H -0.89873 1.99126 6.95444
H -2.28337 0.97337 6.56116
H -1.86761 -2.29009 3.64553
H -3.50371 -1.69362 3.46524
H -1.84494 -1.49834 6.05497
H -3.10424 -2.69350 5.76850
H -3.52034 -0.98429 5.88865
O 2.05822 -0.65369 -0.88269
S 2.15463 -2.15155 -0.79643
C 3.59024 -2.47019 0.27987
C 4.82201 -2.73380 -0.59540
C 4.50856 -2.20788 -1.99744
C 3.08150 -2.66003 -2.26079
H 3.34554 -3.28364 0.96234
H 3.65964 -1.54806 0.86011
H 5.00917 -3.81023 -0.65138
H 5.71045 -2.27056 -0.16392
H 5.20280 -2.58330 -2.75253
H 4.54222 -1.11644 -2.01924
H 2.99965 -3.74921 -2.32760
H 2.58682 -2.21500 -3.12013
N -1.78827 -1.56736 -0.42006
H -1.91263 -0.73168 -0.98839
H -2.59178 -2.15527 -0.61378
H -1.00111 -2.03915 -0.85990
Cl 4.81481 -1.59150 4.19779
C 3.35538 -2.37730 3.59485
C 3.33600 -3.75140 3.58254
C 2.24029 -4.45548 3.07981
C 1.15834 -3.69581 2.60614
C 1.17432 -2.32456 2.61957
C 2.28659 -1.54275 3.11442
C 2.30501 -0.16726 3.07609
H 4.20162 -4.28182 3.96417
H 2.22479 -5.53724 3.07552
H 0.28536 -4.19748 2.19920
H 0.32228 -1.78461 2.21643
H 3.12875 0.40358 3.47729
H 1.39856 0.37131 2.82590

4.
Density functional theory data (ωB97M-V/def2-TZVPD) for C4H8O2 in the gas phase.

Results
**Structure (SMILES)**: OC[C@H]1C[C@H]1O
**E_tot**: -307.63955 hartree
**Highest occupied orbital energy**: -9.93 eV
**ΔE to the lowest compared entry with this formula, charge and spin**: 1.9833 eV

Atoms and positions in Å:
O 1.55664 -1.35880 -0.68928
C 1.36058 0.03430 -0.68084
C 0.42700 0.55421 0.41619
C -0.96332 1.04134 0.06895
C -0.77994 -0.21943 0.84966
O -1.01008 -1.45528 0.22452
H 0.68228 -1.76416 -0.59412
H 1.01041 0.40330 -1.65946
H 2.35117 0.47037 -0.51909
H 0.92490 1.08840 1.22276
H -1.25943 0.92293 -0.97190
H -1.37000 1.91812 0.56346
H -1.02518 -0.21052 1.91115
H -1.95061 -1.52518 0.02247